[1]
This record from the OMol25 dataset describes a gas-phase ion, C6H6N (charge +1). The level of theory is ωB97M-V/def2-TZVPD.

Cartesian coordinates (Å):
C (-1.347889, -0.563619, 1.014185)
C (-0.073167, -0.432050, 1.202960)
C (-1.379251, 0.536481, -0.998013)
C (-2.202009, -0.157192, -0.034623)
C (0.534259, 0.059068, 0.045823)
C (1.980886, 0.039442, -0.084381)
N (-0.111880, 0.617555, -0.961488)
H (-1.864747, 1.031358, -1.734532)
H (-3.307215, -0.363819, -0.068451)
H (0.582508, -0.918511, 1.910653)
H (2.241494, 0.817950, -0.734095)
H (2.405209, -0.881817, -0.483495)
H (2.541802, 0.215159, 0.925457)

Cartesian forces, eV/Å:
C -2.405 1.920 -4.391
C 0.427 -1.763 2.365
C -0.910 -1.858 1.969
C 0.092 -1.704 3.034
C 0.543 1.770 -1.894
C 2.616 -0.643 2.956
N 1.239 -0.512 0.958
H -1.904 1.367 -2.322
H 1.323 0.801 -0.173
H -0.025 0.035 0.218
H 0.490 1.087 -0.952
H -0.336 -0.188 -0.066
H -1.150 -0.312 -1.702

Results
* energy relative to the best compared isomer or geometry (same formula, charge and spin): 45.9 kcal per mole
* frontier orbital gap (spin up / spin down): 7.27 / 7.26 eV
* net charge: +1
* M: 92.12 g/mol

Here are the natural (NBO) charges for atoms 1 to 8, given in e:
1. C 0.5807
2. C -0.3981
3. C 0.1282
4. C -0.3481
5. C 0.3101
6. C -0.6575
7. N -0.3210
8. H 0.2499

[2]
This record from the OMol25 dataset describes a molecular structure, C6H6N. The level of theory is ωB97M-V/def2-TZVPD.

Cartesian coordinates (Å):
C (0.487315, 1.171768, -0.804034)
C (1.373349, 0.175347, -0.431507)
C (0.474875, -1.496303, 1.419111)
C (-0.932379, 0.864899, -0.563117)
C (-0.865111, -0.540943, 0.150930)
C (0.531941, -0.988184, 0.110990)
N (-0.599042, -0.799224, 1.565625)
H (0.886632, 2.167681, -1.205666)
H (2.504049, 0.220569, -0.549348)
H (1.020228, -2.181090, 1.968528)
H (-1.478672, 1.650844, 0.135096)
H (-1.571325, 0.844376, -1.604952)
H (-1.831861, -1.089738, -0.191656)

Cartesian forces, eV/Å:
C 2.237 0.445 -0.262
C -0.702 -1.009 -0.285
C -1.606 -0.890 -0.391
C -2.222 0.561 0.331
C -3.738 0.279 -3.773
C 1.846 4.018 -2.406
N 0.901 0.523 2.090
H -0.839 -1.552 0.639
H -1.801 -0.214 0.461
H 0.977 -0.753 1.644
H 1.161 -1.408 -1.437
H 1.524 -0.084 2.658
H 2.262 0.085 0.730

Results
* energy relative to the best compared isomer or geometry (same formula, charge and spin): 55.7 kcal per mole
* frontier orbital gap (spin up / spin down): 8.64 / 8.64 eV
* net charge: +1
* M: 92.12 g/mol

Here are the natural (NBO) charges for atoms 1 to 8, given in e:
1. C -0.0080
2. C -0.2912
3. C 0.1065
4. C -0.5090
5. C -0.1406
6. C 0.2387
7. N -0.1170
8. H 0.2698

[3]
This record from the OMol25 dataset describes 2 unconnected molecules or ions with the total composition C6H6N. The level of theory is ωB97M-V/def2-TZVPD.

Cartesian coordinates (Å):
C (1.448590, 1.795487, -2.323364)
C (2.598970, 2.288870, -1.970924)
C (0.109886, -1.463949, 0.536031)
C (0.406481, -0.106164, 1.221088)
C (0.517759, 1.006586, -1.892910)
C (-0.683495, -0.311657, 0.322623)
N (-1.825614, 0.102268, 0.065329)
H (0.721456, -2.019096, -0.212862)
H (-0.200570, -2.320037, 1.107439)
H (0.201652, 0.165786, 2.284580)
H (1.417676, 0.240541, 0.944664)
H (-2.178321, 1.033826, 0.313789)
H (-2.534469, -0.412460, -0.395482)

Cartesian forces, eV/Å:
C -0.681 -0.708 0.500
C -0.430 -0.194 -0.104
C 0.721 -2.164 0.031
C 2.033 0.346 0.606
C 1.282 0.941 -0.505
C 1.198 -0.359 0.544
N -2.379 2.066 0.063
H 0.223 1.682 0.182
H -1.210 0.084 0.544
H -0.128 -0.714 -0.897
H -0.918 0.366 -0.328
H 0.722 -0.233 0.042
H -0.433 -1.113 -0.677

Results
* energy relative to the best compared isomer or geometry (same formula, charge and spin): 155.3 kcal per mole
* frontier orbital gap: 9.91 eV
* net charge: +1
* M: 92.12 g/mol

Here are the natural (NBO) charges for atoms 1 to 8, given in e:
1. C -0.7493
2. C 0.4739
3. C -0.4723
4. C -0.4686
5. C 0.2956
6. C 0.4725
7. N -0.5863
8. H 0.3053

[4]
This record from the OMol25 dataset describes a gas-phase ion, C6H6N (charge +1). The level of theory is ωB97M-V/def2-TZVPD.

Cartesian coordinates (Å):
C (1.647199, -0.035499, 0.066306)
C (0.300214, -0.051806, -0.008996)
C (2.907536, -0.103964, 0.065430)
C (-1.815722, -0.738463, 0.119452)
C (-0.526148, 1.177462, -0.021479)
C (-1.792650, 0.723023, 0.058906)
N (-0.414250, -1.184439, -0.035614)
H (3.528485, -0.224263, -0.859395)
H (3.594266, -0.291936, 0.896813)
H (-2.014216, -1.621007, 0.835467)
H (-2.412892, -1.213342, -0.703405)
H (-0.380374, 2.230180, -0.117325)
H (-2.621454, 1.334056, -0.296160)

Cartesian forces, eV/Å:
C 1.332 -0.880 -0.323
C -1.778 1.160 0.222
C 1.655 -0.801 -0.528
C 1.809 -2.808 -1.423
C -1.452 -1.488 0.365
C -0.543 0.523 -0.387
N -0.107 1.172 0.161
H -0.972 0.409 0.271
H -0.598 0.377 0.386
H -0.586 1.872 0.376
H 0.368 0.370 0.160
H 1.029 0.277 -0.189
H -0.157 -0.185 0.908

Results
* energy relative to the best compared isomer or geometry (same formula, charge and spin): 57.6 kcal per mole
* frontier orbital gap (spin up / spin down): 7.45 / 7.45 eV
* net charge: +1
* M: 92.12 g/mol

Here are the natural (NBO) charges for atoms 1 to 8, given in e:
1. C 0.4663
2. C -0.0576
3. C -0.4692
4. C -0.3926
5. C -0.2182
6. C -0.1387
7. N -0.0907
8. H 0.3429

[5]
This record from the OMol25 dataset describes a gas-phase ion, C6H6N (charge +1). The level of theory is ωB97M-V/def2-TZVPD.

Cartesian coordinates (Å):
C (-1.903591, 1.231121, -0.235498)
C (-0.762035, 1.363275, 0.342171)
C (-1.633304, -1.030766, 0.092354)
C (-2.580486, 0.033142, -0.267243)
C (0.229499, 0.411456, 0.754911)
C (1.341831, 0.524470, -0.290339)
N (-0.482846, -0.783052, 0.540714)
H (-1.973457, -2.110402, -0.232593)
H (-3.605433, -0.264226, -0.381339)
H (0.653698, 0.279614, 1.794174)
H (1.028460, 0.349389, -1.341554)
H (2.199052, -0.123000, -0.049750)
H (1.731652, 1.525076, -0.147412)

Cartesian forces, eV/Å:
C 3.167 0.543 1.742
C -3.206 0.351 -0.341
C -2.877 -1.879 -2.048
C -0.018 -2.265 0.442
C 2.909 0.097 0.632
C 1.636 -0.137 -0.121
N -1.331 -0.811 -0.483
H 1.023 1.915 1.197
H -0.317 0.513 -0.442
H -0.511 1.257 -0.926
H -0.063 0.213 0.852
H -0.504 -0.110 -0.087
H 0.091 0.312 -0.416

Results
* energy relative to the best compared isomer or geometry (same formula, charge and spin): 34.1 kcal per mole
* frontier orbital gap (spin up / spin down): 7.90 / 6.85 eV
* 2S+1: 3
* net charge: +1
* M: 92.12 g/mol

Here are the natural (NBO) charges for atoms 1 to 8, given in e:
1. C 0.1460
2. C 0.2039
3. C 0.0629
4. C -0.2119
5. C -0.2038
6. C -0.6020
7. N -0.0088
8. H 0.2984

[6]
This record from the OMol25 dataset describes a molecular structure, C6H6N2. The level of theory is ωB97M-V/def2-TZVPD.

Cartesian coordinates (Å):
C (-2.726831, -0.611225, -0.010896)
C (-1.568198, -0.372054, -0.069618)
C (-0.077339, -0.054072, -0.040925)
C (0.713337, -0.744993, 1.050622)
C (1.760896, -0.913388, -0.061397)
C (0.105165, 1.389417, 0.012514)
H (-3.764387, -0.792452, 0.013930)
H (1.129495, -0.322123, 2.028469)
H (0.245537, -1.699545, 1.307939)
H (2.289905, -1.890023, -0.007001)
H (2.611643, -0.213007, 0.007093)
H (1.013327, -0.281857, -1.928769)
N (0.753038, -0.679163, -1.038633)
N (0.280146, 2.541577, 0.080995)

Cartesian forces, eV/Å:
C -0.940 -0.140 -0.033
C 2.744 0.665 -0.071
C -2.894 0.567 -0.198
C 1.802 -0.785 1.758
C 2.513 -1.595 1.650
C 0.215 3.277 0.299
H -0.379 -0.127 0.026
H -1.168 0.179 -1.566
H 0.042 0.155 -0.239
H -0.606 0.174 -0.623
H -0.583 0.437 -0.141
H -0.415 0.474 0.135
N -0.037 -0.957 -0.783
N -0.294 -2.325 -0.214

Results
* energy relative to the best compared isomer or geometry (same formula, charge and spin): 73.6 kcal per mole
* frontier orbital gap: 10.75 eV
* net charge: 0
* M: 106.13 g/mol

Here are the natural (NBO) charges for atoms 1 to 8, given in e:
1. C -0.1865
2. C -0.0131
3. C -0.0530
4. C -0.3827
5. C -0.2136
6. C 0.2730
7. H 0.2368
8. H 0.2388

[7]
This record from the OMol25 dataset describes a molecular structure, C6H6N2O2. The level of theory is ωB97M-V/def2-TZVPD.

Cartesian coordinates (Å):
C (0.924508, -1.874781, 0.981162)
C (0.980958, -0.703768, 1.104014)
C (-1.452884, -0.561373, -0.389367)
C (-1.610966, 0.651843, 0.356441)
C (-0.578492, 1.541167, 0.315984)
C (1.115139, 0.031973, -0.727564)
H (0.766358, -2.890584, 1.045052)
H (1.218006, 0.246344, 1.372846)
H (0.317691, -1.578725, -1.198828)
H (-2.610188, 1.001694, 0.687622)
H (-0.834724, 2.842817, 0.284448)
H (1.151781, 2.255324, -0.679093)
N (0.046473, -0.896378, -0.467522)
N (0.681202, 1.268015, -0.196447)
O (-2.301538, -1.208469, -1.095645)
O (2.186681, -0.125097, -1.393096)

Cartesian forces, eV/Å:
C 2.665 -3.369 5.321
C 2.877 -2.860 6.835
C 0.525 -2.084 -3.847
C -0.405 1.239 0.491
C -1.317 3.360 -1.339
C 0.271 2.043 -3.930
H -0.085 -1.520 -0.356
H 0.033 1.702 0.811
H -0.829 -0.549 0.750
H 0.861 -0.446 -0.414
H 0.920 -4.406 0.839
H -1.371 -4.276 1.877
N -5.052 3.777 -9.765
N 1.950 5.458 -3.216
O 3.088 1.800 3.286
O -4.132 0.131 2.657

Results
* energy relative to the best compared isomer or geometry (same formula, charge and spin): 238.6 kcal per mole
* frontier orbital gap: 6.70 eV
* net charge: 0
* M: 138.13 g/mol

Here are the natural (NBO) charges for atoms 1 to 8, given in e:
1. C -0.1742
2. C -0.2294
3. C 0.6069
4. C -0.4079
5. C 0.0600
6. C 0.7505
7. H 0.2339
8. H 0.2585

[8]
This record from the OMol25 dataset describes 2 unconnected molecules or ions with the total composition C6H6N2O2. The level of theory is ωB97M-V/def2-TZVPD.

Cartesian coordinates (Å):
C (-0.075748, -1.847199, -2.082989)
C (-0.820174, -2.274095, -1.013864)
C (0.691727, -0.697785, -1.520454)
C (-0.492078, -1.414637, 0.070516)
C (1.512268, 2.146899, 1.493709)
C (0.448862, 1.503509, 1.277489)
N (0.487151, -0.553480, -0.257972)
N (-0.938105, 1.483257, 1.231313)
O (-1.369426, 0.995701, 2.268828)
O (-1.604095, 1.938538, 0.294182)
H (-0.136893, -2.156407, -3.092545)
H (-1.655018, -2.881579, -1.098831)
H (1.035968, 0.053007, -2.062715)
H (-1.035530, -1.243984, 1.013910)
H (1.404396, 3.206532, 1.936071)
H (2.546696, 1.741724, 1.543351)

Cartesian forces, eV/Å:
C 0.057 0.802 1.939
C 0.826 1.116 -1.181
C -1.949 -3.785 -0.148
C -0.395 0.023 0.982
C 2.179 2.664 1.910
C -1.907 -1.309 -1.760
N -0.147 0.854 1.758
N 0.898 1.332 0.087
O -1.211 -0.568 0.370
O 0.796 -0.714 0.627
H 0.047 -0.216 -0.721
H -1.157 -1.407 0.220
H 2.316 3.035 -2.403
H 0.411 -0.544 -0.450
H 0.217 -1.407 -0.804
H -0.981 0.123 -0.424

Results
* energy relative to the best compared isomer or geometry (same formula, charge and spin): 211.7 kcal per mole
* frontier orbital gap (spin up / spin down): 8.08 / 6.74 eV
* net charge: 0
* M: 138.13 g/mol

Here are the natural (NBO) charges for atoms 1 to 8, given in e:
1. C -0.2313
2. C -0.3080
3. C 0.1430
4. C 0.1274
5. C -0.5185
6. C 0.3277
7. N -0.5050
8. N 0.4076